Record 1
Below is C2H3N2OP in the gas phase at a distorted geometry, with properties calculated with ωB97M-V with the def2-TZVPD basis set.

```
9
C2H3N2OP ωB97M-V with the def2-TZVPD basis set
N -0.68442 0.55108 0.05159
N -0.04427 -0.59435 0.24397
C 1.06426 -1.07592 0.42641
P 3.12052 -0.77800 0.20335
C 3.20712 0.83620 -0.10130
O 3.32102 1.98889 -0.22720
H -1.62331 0.33568 0.01623
H -0.13796 1.53340 0.13685
H 1.22576 -2.17702 0.37516
```

Calculated values
**Max |F|**: 5.6 eV/A
**Total charge**: 0
**Structure (SMILES)**: N/N=C\P=C=O
**LUMO energy**: -0.1 eV
**Frontier orbital gap**: 8.30 eV
**Total energy**: -603.981060 Ha
**Energy above the lowest of the compared OMol25 structures with the same formula, charge and spin**: 75.8 kcal per mole



Record 2
Below is an isolated ion of composition C2H3N2OS and charge +1 at a distorted geometry, with properties calculated with ωB97M-V with the def2-TZVPD basis set.

```
9
C2H3N2OS ωB97M-V with the def2-TZVPD basis set
C 1.27232 -1.28343 0.00593
C -0.02236 0.96093 -0.00922
N -0.91767 -1.27018 -0.00546
N -1.15459 -0.07171 -0.00305
O -2.22796 0.47877 0.00471
S 1.65605 0.25162 -0.00582
H 1.71999 -2.25849 0.02040
H -0.17072 1.60173 -0.88820
H -0.15507 1.59077 0.88071
```

Calculated values
**Max |F|**: 4.4 eV/A
**Total charge**: +1
**LUMO energy (alpha / beta)**: -7.2 / -7.1 eV
**Frontier orbital gap (alpha / beta)**: 8.50 / 8.70 eV
**Total energy**: -660.403627 Ha
**Energy above the lowest of the compared OMol25 structures with the same formula, charge and spin**: 160.3 kcal per mole



Record 3
Below is C2H3N2P in the gas phase at a distorted geometry, with properties calculated with ωB97M-V with the def2-TZVPD basis set.

```
8
C2H3N2P ωB97M-V with the def2-TZVPD basis set
C 1.33062 -0.25732 -0.02348
C 0.37090 -1.12609 0.06722
N 2.26127 0.49775 0.03289
N -1.42795 1.01685 0.08886
P -1.17318 -0.50725 -0.02169
H 3.19127 0.53291 -0.32638
H -2.38447 1.33504 0.13394
H -2.16847 -1.49189 0.04863
```

Calculated values
**Max |F|**: 2.5 eV/A
**Total charge**: 0
**LUMO energy**: -0.3 eV
**Frontier orbital gap**: 8.28 eV
**Total energy**: -528.748044 Ha
**Energy above the lowest of the compared OMol25 structures with the same formula, charge and spin**: 58.7 kcal per mole



Record 4
Below is C2H3N2P as an isolated structure at a distorted geometry, with properties calculated with ωB97M-V with the def2-TZVPD basis set.

```
8
C2H3N2P ωB97M-V with the def2-TZVPD basis set
C 0.40809 0.16944 0.10486
C 1.30338 0.95926 -0.06212
N -0.47256 -0.61424 0.68290
N -1.73072 -0.70995 0.31674
P -2.84914 0.36681 -0.30044
H -2.80376 1.74871 -1.34062
H 2.25918 1.39269 -0.13980
H -2.37290 -1.23025 0.98680
```

Calculated values
**Max |F|**: 4.3 eV/A
**Total charge**: 0
**LUMO energy (alpha / beta)**: -0.9 / -0.9 eV
**Frontier orbital gap (alpha / beta)**: 7.50 / 7.27 eV
**Total energy**: -528.632334 Ha
**Energy above the lowest of the compared OMol25 structures with the same formula, charge and spin**: 131.4 kcal per mole



Question: What is the formula in the third record?
Answer: C2H3N2P



Question: Which of these has the highest total energy?
Answer: number 4



Question: total charge of number 1 (C2H3N2OP)?
Answer: 0